No. 1
Below is a gas-phase ion, C6H10N5 (charge +1), with properties calculated with ωB97M-V with the def2-TZVPD basis set.

Summary:
HOMO energy = -11.9 eV
Charge = +1
Energy relative to the best compared isomer or geometry (same formula, charge and spin) = 62.27 kcal per mole
LUMO energy = -2.5 eV
HOMO-LUMO gap = 9.4 eV

Geometry (Å):
C 3.03 0.61 -0.62
N 2.04 0.76 0.51
N 0.95 -0.02 0.45
C 0.70 -1.33 0.51
C -0.63 -1.65 0.48
N -1.31 -0.52 0.34
C -2.59 -0.01 0.07
N -3.86 -0.63 -0.08
C -2.46 1.37 -0.16
N -1.15 1.72 0.04
C -0.51 0.55 0.30
H 2.74 -0.11 -1.43
H 3.27 1.60 -1.04
H 3.93 0.26 -0.05
H 2.20 0.98 1.46
H 1.51 -1.97 0.56
H -1.03 -2.57 0.63
H -4.59 -0.07 -0.45
H -3.74 -1.52 -0.51
H -3.08 2.23 -0.25
H -0.85 2.70 0.18

***

No. 2
Below is a gas-phase ion, C6H10N5S (charge +1), with properties calculated with ωB97M-V with the def2-TZVPD basis set.

Summary:
HOMO energy (alpha / beta) = -10.7 / -10.7 eV
Charge = +1
Energy relative to the best compared isomer or geometry (same formula, charge and spin) = 92.69 kcal per mole
LUMO energy (alpha / beta) = -3.2 / -3.2 eV
HOMO-LUMO gap (alpha / beta) = 7.4 / 7.4 eV

Geometry (Å):
C -1.00 -1.21 0.45
C -4.30 -0.62 -0.22
C 0.11 -0.40 0.30
C 1.51 -1.22 0.05
C 0.92 1.85 -0.03
C 2.33 1.12 0.19
N -3.25 -1.33 0.00
N -2.18 -0.62 0.22
N -0.10 0.90 0.31
N -2.33 0.66 0.30
N 2.47 -0.15 -0.58
S -3.79 1.11 -0.18
H -1.14 -2.33 0.48
H -5.27 -1.03 -0.38
H 1.90 -1.59 0.92
H 1.37 -1.98 -0.63
H 0.68 2.71 0.66
H 0.81 2.21 -1.04
H 3.12 1.72 0.03
H 2.41 0.88 1.25
H 3.47 -0.56 -0.54
H 2.25 -0.11 -1.55

***

No. 3
Below is a gas-phase ion, C6H10NO (charge +1), with properties calculated with ωB97M-V with the def2-TZVPD basis set.

Summary:
HOMO energy = -13.7 eV
Charge = +1
Energy relative to the best compared isomer or geometry (same formula, charge and spin) = 82.15 kcal per mole
LUMO energy = -4.9 eV
HOMO-LUMO gap = 8.8 eV

Geometry (Å):
C -0.22 -1.79 2.40
C 0.12 -0.73 1.76
O 0.96 0.22 1.42
C -0.31 0.42 0.59
C -1.23 1.37 1.27
C -0.20 0.40 -0.87
N 0.87 0.20 -1.47
C 1.09 -0.12 -2.85
H 0.62 -2.25 3.11
H -1.26 -2.19 2.49
H -1.28 1.15 2.29
H -2.27 1.09 0.89
H -1.11 2.46 1.13
H -1.07 0.48 -1.53
H 1.69 -0.13 -1.08
H 0.30 0.20 -3.45
H 2.07 0.38 -3.08
H 1.25 -1.16 -3.02